Record 1
Entry from the OMol25 dataset: C4H5ClN2O in the gas phase at a distorted geometry (ωB97M-V/def2-TZVPD).

Output
* multiplicity: 1
* total charge: 0
* E_LUMO: 0.3 eV
* HOMO-LUMO gap: 0.2809 hartree

```
13
Properties=species:S:1:pos:R:3:forces:R:3
Cl -2.7247 -0.4203 -0.4704 0.33 0.07 -1.02
O 0.8467 0.3193 -3.1058 -0.57 0.19 -1.47
N -1.0388 -0.0818 1.8828 -1.02 1.36 -1.35
N -1.2657 0.5123 -0.4611 -0.18 0.49 2.37
C 1.2036 0.1320 -2.0278 0.95 -0.20 0.57
C -0.4399 0.2144 0.6319 0.29 -1.70 0.66
C 1.6249 -0.0662 -0.8184 2.61 0.11 2.84
C 0.8850 0.0464 0.4546 -0.66 0.34 0.95
H -2.0135 -0.3446 1.7535 0.42 0.12 0.45
H 2.7554 -0.1916 -0.5557 -2.11 0.11 -1.42
H -0.5456 -0.6827 2.5085 0.33 -0.28 -0.13
H -0.6506 0.5607 -1.2450 -0.93 -0.43 -1.26
H 1.3632 0.0022 1.4529 0.52 -0.17 -1.19
```
Forces are in eV/Å.

---

Record 2
Entry from the OMol25 dataset: a molecular structure, C16H16N4PtS6 (ωB97M-V/def2-TZVPD).

Output
* multiplicity: 1
* total charge: 0
* E_LUMO: -1.1 eV
* HOMO-LUMO gap: 0.2128 hartree

```
43
Properties=species:S:1:pos:R:3:forces:R:3
Pt 0.0160 -0.7216 1.0584 0.00 0.03 0.00
S -2.3845 2.5314 3.7281 0.01 0.00 0.01
S -1.5941 4.3538 5.9399 -0.01 0.01 0.01
S 1.1699 0.3102 2.7271 0.01 -0.02 -0.02
S 0.3266 2.4439 4.7172 -0.02 -0.02 -0.02
S -1.2845 0.7134 -2.7192 -0.01 0.01 0.02
S -1.8707 0.4278 1.6046 0.01 -0.04 -0.02
N 0.2379 2.1825 -1.0481 0.00 -0.07 -0.01
N -1.8742 2.7531 -1.0366 0.01 -0.02 0.00
N -0.9237 -1.6785 -0.5653 -0.05 0.01 0.00
N 1.6063 -1.8818 0.4014 -0.03 0.02 -0.01
C 3.8262 -2.7578 0.3619 0.00 0.01 0.02
C 1.8703 -4.2754 -2.4073 -0.01 -0.01 -0.01
C -3.2900 2.7705 -1.2991 0.01 0.00 0.01
C -0.3472 -3.3372 -2.3005 -0.01 0.00 0.00
C -0.0527 1.3549 3.4040 -0.01 0.03 0.01
C -0.9852 1.9123 -1.5623 0.06 -0.01 0.01
C -1.2366 3.1797 4.8567 0.01 -0.01 -0.01
C 1.3007 -2.6587 -0.6883 0.00 0.01 0.00
C 2.8183 -1.9346 0.8998 0.02 -0.01 0.01
C 0.1458 3.0724 0.1101 -0.01 -0.02 -0.03
C -0.0071 -2.5894 -1.2112 -0.01 0.00 0.00
C 2.2511 -3.5053 -1.2844 -0.02 -0.01 -0.01
C 0.6008 -4.1912 -2.9017 0.01 0.01 0.00
C -1.3107 1.4000 2.9413 0.01 -0.01 0.01
C 3.5466 -3.5367 -0.7203 0.04 0.00 0.01
C -1.2811 3.6224 -0.0258 -0.02 0.00 -0.03
H 2.6017 -4.9277 -2.8672 0.00 0.00 0.00
H -1.2970 4.6585 -0.3745 -0.01 0.00 0.02
H 4.3009 -4.1794 -1.1565 0.00 0.00 0.00
H -1.1895 -0.9324 -1.2391 0.00 0.01 0.00
H -3.6139 3.7881 -1.5241 0.00 0.00 -0.01
H -1.8441 3.5546 0.9067 0.01 0.01 0.00
H 0.2786 2.5113 1.0352 0.00 0.01 0.01
H -3.8357 2.4068 -0.4246 0.00 0.00 0.00
H -3.4970 2.1260 -2.1486 0.00 0.00 0.00
H 4.8040 -2.7544 0.8208 0.00 0.00 0.00
H 0.8951 3.8600 0.0565 0.00 0.00 0.00
H -1.3479 -3.2646 -2.7079 0.00 0.00 0.00
H 3.0115 -1.3062 1.7597 0.03 0.00 0.00
H 0.3127 -4.7757 -3.7645 0.00 0.00 0.00
H -1.7701 -2.1622 -0.2797 -0.01 0.00 -0.01
H 0.9166 1.4372 -1.0721 -0.04 0.07 0.00
```
Forces are in eV/Å.

---

Record 3
Entry from the OMol25 dataset: 2 unconnected molecules or ions with the total composition C3H8NO2 at a distorted geometry (ωB97M-V/def2-TZVPD).

Output
* multiplicity: 1
* total charge: +1
* E_LUMO: -5.4 eV
* HOMO-LUMO gap: 0.3513 hartree

```
14
Properties=species:S:1:pos:R:3:forces:R:3
O 0.6853 -1.1867 -1.7271 -0.94 -0.46 -0.26
O -0.5161 -1.5548 0.0933 -0.44 0.35 0.18
N 0.1356 1.8427 0.9989 2.17 1.79 -0.93
C -1.2006 1.3760 1.3732 0.93 -0.76 0.25
C -0.0337 -2.0015 -0.8985 1.41 -0.14 0.51
C 1.0366 1.3770 0.2077 -3.40 -0.97 -2.07
H 0.6866 -1.5514 -2.6251 0.36 -0.04 0.07
H 0.3769 2.8160 1.1986 -0.80 0.01 0.45
H 1.5021 2.0756 -0.4921 1.36 0.07 1.24
H 0.0844 -3.0881 -1.0462 -0.39 0.21 -0.59
H -1.3832 0.4749 0.7877 -0.25 0.13 0.16
H -1.1301 1.1349 2.4314 -0.63 0.11 0.08
H -1.8587 2.2117 1.1284 -0.11 -0.30 0.26
H 0.7885 0.4024 -0.2392 0.71 0.01 0.65
```
Forces are in eV/Å.

---

Record 4
Entry from the OMol25 dataset: S2 in the gas phase at a distorted geometry (ωB97M-V/def2-TZVPD).

Output
* multiplicity: 1
* total charge: 0
* E_LUMO: -3.9 eV
* HOMO-LUMO gap: 0.2052 hartree

```
2
Properties=species:S:1:pos:R:3:forces:R:3
S 0.0000 0.0000 1.2049 0.00 0.00 -5.93
S 0.0000 0.0000 -1.2049 0.00 0.00 5.93
```
Forces are in eV/Å.

---

Record 5
Entry from the OMol25 dataset: a molecular structure, C12H25GdN2O at a distorted geometry (ωB97M-V/def2-TZVPD).

Output
* multiplicity: 9
* total charge: +3
* expectation value of S²: 21.034
* E_LUMO (spin up / spin down): -12.5 / -12.6 eV
* HOMO-LUMO gap (spin up / spin down): 0.2383 / 0.2746 hartree

```
41
Properties=species:S:1:pos:R:3:forces:R:3
Gd -1.1245 5.1365 -0.9673 -1.20 1.64 -0.81
O 0.9501 -1.1268 -2.2329 0.04 -0.06 -0.11
N 0.5086 -0.8383 -1.1339 0.00 0.35 -0.01
N -0.0659 3.1304 -1.1456 0.39 0.21 0.08
C -1.8574 -1.3470 -1.8510 -0.09 0.20 -0.22
C -0.4912 2.7931 0.2313 0.10 -0.55 0.45
C -0.5071 -3.1097 -0.6675 0.15 -0.13 -0.09
C -1.0875 0.4272 2.5909 -0.17 0.04 0.34
C 1.6649 -0.4069 -0.0481 -0.42 -0.41 0.00
C 0.8843 0.1434 1.1528 0.11 0.05 0.07
C -0.8805 -1.6467 -0.7295 0.31 0.02 0.30
C -1.2599 -1.0696 0.6333 -0.16 -0.15 0.12
C -1.2880 1.4808 0.3478 -0.02 -0.16 -0.01
C -0.6569 0.2613 1.1258 0.00 0.24 -0.15
C 2.4777 -1.6755 0.2336 -0.09 0.12 -0.05
C 2.4844 0.6580 -0.7486 0.02 0.05 -0.06
H 0.7331 3.7779 -1.1239 0.91 -0.89 0.00
H -1.3766 -1.2623 -2.8242 0.01 -0.14 0.02
H 2.4349 -2.3847 -0.5916 0.08 0.04 -0.02
H -1.1940 3.6095 0.5335 -0.02 -0.44 0.68
H 0.3294 2.8560 0.9500 -0.04 0.02 -0.07
H -0.7677 -0.4111 3.2112 0.11 0.02 -0.09
H 3.5242 -1.3920 0.3502 0.00 -0.05 0.11
H -2.1745 0.4810 2.6937 0.03 -0.01 -0.14
H -2.3535 -1.0009 0.6114 0.03 0.07 0.17
H 0.2437 2.3195 -1.6814 -0.30 0.08 -0.17
H 1.0951 -0.4972 2.0090 0.08 0.00 -0.04
H -2.5598 -2.1793 -1.9195 -0.02 0.03 0.08
H 1.9434 1.6076 -0.8178 0.12 -0.16 -0.03
H -1.0123 -1.8023 1.4049 -0.01 -0.04 -0.07
H -0.1886 -3.4943 -1.6371 -0.09 0.02 0.00
H -1.6567 1.1943 -0.6395 0.19 0.04 -0.09
H 1.3296 1.1133 1.4011 -0.03 -0.08 0.06
H 2.8256 0.3540 -1.7365 0.06 -0.02 0.03
H -2.1802 1.7246 0.9265 -0.11 -0.06 -0.15
H -0.6786 1.3346 3.0467 0.07 -0.01 -0.10
H 2.1448 -2.1701 1.1439 0.00 -0.04 -0.05
H 3.3667 0.8321 -0.1301 -0.03 0.08 -0.01
H -1.4050 -3.6550 -0.3629 0.01 0.02 -0.01
H -2.4410 -0.4436 -1.6765 0.02 -0.01 0.01
H 0.2671 -3.3220 0.0677 -0.04 0.06 0.05
```
Forces are in eV/Å.

---

Record 6
Entry from the OMol25 dataset: 8 unconnected molecules or ions with the total composition C19H27Cl21INO3PS at a distorted geometry (ωB97M-V/def2-TZVPD).

Output
* multiplicity: 1
* total charge: +1
* E_LUMO: -4.4 eV
* HOMO-LUMO gap: 0.2705 hartree

```
74
Properties=species:S:1:pos:R:3:forces:R:3
I -7.2051 -0.7081 0.8113 0.28 -0.04 0.34
Cl 1.8940 -3.4481 4.5777 -0.24 -0.02 -0.04
Cl 6.6459 -7.5032 -1.0174 0.03 -0.03 0.08
Cl 0.4245 -4.5480 2.3299 0.00 0.01 -0.02
Cl 3.3089 -2.7853 8.9859 -0.02 0.04 -0.03
Cl 3.9267 -7.7826 -3.3466 -0.09 0.00 0.00
Cl -0.6161 -4.8361 5.0256 0.00 0.04 -0.01
Cl -1.4792 7.2991 -4.4223 -0.05 -0.01 0.07
Cl 3.1735 -7.9617 4.9647 -0.02 0.07 -0.05
Cl 5.8376 -1.4406 8.5174 -0.04 0.03 -0.03
Cl -0.6010 -0.4429 -6.9690 0.03 -0.07 -0.06
Cl 0.6672 8.9968 -5.3902 -0.05 -0.04 0.07
Cl 2.2408 -5.5564 -2.5500 -0.04 -0.01 0.00
Cl 1.0781 7.3421 -3.0420 0.18 0.25 -0.10
Cl 4.3247 -2.5088 6.2812 0.24 0.10 0.09
Cl 8.4036 -9.5076 0.1365 -0.04 0.01 0.02
Cl 3.0276 -7.5510 -0.5944 -0.21 0.06 -0.18
Cl 4.1890 -7.6719 2.2595 0.05 0.01 0.14
Cl 0.2116 1.9605 -8.3869 0.00 -0.05 -0.02
Cl 5.6958 -6.6049 4.4993 -0.06 0.05 -0.05
Cl -2.5199 1.0027 -8.6020 0.03 -0.03 -0.01
Cl 8.4533 -6.7830 1.1405 -0.05 -0.01 0.03
S -1.3785 2.3393 -4.9334 -0.01 0.08 -0.16
P -0.2842 0.5682 1.5471 0.41 -2.43 1.30
O 0.6878 1.4992 2.4034 -0.46 0.80 -1.38
O 0.3495 0.3033 0.0944 -0.50 1.47 0.06
O -0.3942 -0.7008 2.2477 -0.50 -0.39 0.46
N -3.3728 3.2087 0.8643 -0.73 -0.18 1.11
C -1.2417 3.1106 -0.0651 0.26 0.31 -0.26
C 4.0833 -6.9305 3.8607 0.06 -0.06 0.17
C 4.2257 -1.7631 7.8792 0.05 -0.11 0.08
C -3.6297 4.3521 0.2266 -0.40 0.51 -0.12
C -0.4076 4.8025 -1.6598 -0.37 -0.48 0.12
C 2.6169 -7.2628 -2.2835 0.14 -0.04 -0.01
C -0.3583 3.9357 -2.9623 -0.32 0.34 -0.27
C -2.1902 2.5620 0.7409 -0.13 -0.70 0.87
C -4.4746 2.6445 1.6887 -0.97 -0.67 -1.00
C 7.4459 -8.0602 0.4553 0.11 0.02 -0.08
C -5.5019 0.2715 1.6671 -0.02 0.90 -0.84
C 0.2924 -3.7991 3.9230 0.01 -0.06 -0.07
C -1.4904 4.2906 -0.7521 1.18 0.11 -0.17
C -5.2273 1.5590 0.8427 0.76 -0.39 0.47
C -1.9852 1.2504 1.4765 0.22 0.78 -1.10
C -1.6623 3.2134 -3.3346 0.60 -0.30 -0.79
C -0.0882 8.2978 -3.9681 0.11 0.06 -0.19
C -0.8285 0.5373 -8.4245 -0.05 0.13 0.01
C -2.7066 4.9192 -0.5826 0.56 0.56 -0.86
H -4.5685 1.2870 0.0107 -0.24 -0.01 -0.07
H -5.6643 0.5347 2.7107 -0.28 -0.37 -0.03
H 0.4594 3.2116 -2.9530 -0.06 0.07 0.24
H -2.3399 1.2594 2.5069 0.21 0.06 0.00
H 0.5540 4.6632 -1.1577 -0.08 0.26 0.04
H -4.5911 4.8302 0.3571 -0.07 -0.29 0.25
H -1.5828 1.0477 -4.6081 -0.04 0.35 0.29
H -2.8883 5.8358 -1.1302 -0.26 -0.01 0.19
H -0.1444 4.6200 -3.7887 0.15 -0.10 0.08
H 6.6832 -8.3119 1.1804 0.01 0.02 0.00
H 3.7055 -0.8195 7.7796 0.01 -0.02 -0.01
H -0.5496 -0.0637 -9.2804 0.00 -0.01 0.03
H -0.5498 5.8700 -1.8446 -0.04 -0.38 -0.14
H -5.2018 3.4307 1.8804 0.40 0.21 0.23
H -0.2704 2.6533 -0.2047 -0.08 -0.13 0.10
H -4.6413 -0.3841 1.5558 -0.20 -0.21 0.30
H 1.7356 -7.8444 -2.5213 0.01 0.02 -0.02
H -0.2420 -2.8630 3.8142 0.07 0.01 -0.06
H -2.4426 3.9495 -3.5382 -0.19 -0.23 0.34
H -6.1331 1.9674 0.3960 0.03 0.08 0.21
H -0.4414 9.1039 -3.3376 -0.01 -0.04 0.01
H -1.9669 2.4407 -2.6299 -0.20 0.32 0.16
H -4.1247 2.2404 2.6338 0.25 0.17 -0.08
H 0.9608 2.2947 1.9189 0.27 0.00 0.34
H -2.5859 0.4978 0.9509 0.17 -0.14 0.16
H -0.2870 0.4274 -0.6231 0.22 -0.22 -0.13
H 3.5566 -5.9889 3.7619 0.00 -0.02 -0.02
```
Forces are in eV/Å.

---

Record 7
Entry from the OMol25 dataset: C5H9N3 in the gas phase at a distorted geometry (ωB97M-V/def2-TZVPD).

Output
* multiplicity: 1
* total charge: 0
* E_LUMO: 0.9 eV
* HOMO-LUMO gap: 0.3402 hartree

```
17
Properties=species:S:1:pos:R:3:forces:R:3
N -2.0566 -0.1272 1.7540 2.68 -0.50 -0.30
N 0.1313 -0.5172 0.7558 -0.06 1.49 8.52
N -1.4693 0.1228 -0.5124 -1.75 0.11 -7.90
C 0.7519 -0.6856 -0.4234 0.91 1.53 -3.23
C 1.2473 0.7712 -0.3973 4.35 0.84 -4.40
C -1.1528 -0.0689 0.7667 -4.95 -3.00 2.69
C 0.9258 0.8010 1.0934 2.22 -4.48 0.89
C -0.3870 -0.6828 -1.3523 0.94 5.00 -1.49
H -1.6708 -0.6790 2.6150 -0.35 1.73 -2.11
H -0.6536 -1.5896 -1.6084 -2.29 -4.66 -1.01
H 1.6682 0.2680 1.9215 -0.93 2.34 -2.50
H -2.4666 0.2762 -1.1482 3.68 -0.69 3.54
H 0.7344 1.2926 -1.4234 0.70 -0.41 3.87
H 2.3720 0.9570 -0.7246 -1.89 -0.45 1.03
H 0.4490 1.6279 1.4818 -1.40 1.44 1.05
H 1.4530 -1.5092 -0.4557 0.17 -0.15 -0.26
H 0.1238 -0.2572 -2.3424 -2.04 -0.15 1.62
```
Forces are in eV/Å.

---

Results for calculated total energy: -21776.004 -91073.662 -8817.634 -21666.696 -38678.176 -318964.363 -9795.443 (in eV, following the order of the records).